No. 1
DFT (wB97M-V/def2-TZVPD) results for a molecular structure, C22H24FeN4O8S2.

The largest force on an atom comes out at 0.8 eV/Å. The net charge is -1. Its multiplicity is 6. For the total energy, the calculation gives -101605.3964 eV. Its expectation value of S² is 8.759. For the highest occupied orbital energy (alpha / beta), the calculation gives -6.01 / -5.96 eV.

Positions of all 61 atoms, in Å:
Fe -0.03 0.16 1.43
S 3.06 0.98 0.65
S -3.11 -0.74 0.69
O -1.49 3.77 1.54
O 1.31 -3.41 1.92
O -4.48 -0.33 0.87
O 2.71 2.33 0.96
O -2.75 -2.09 1.03
O -0.32 2.00 0.79
O 0.22 -1.73 0.90
O 4.43 0.56 0.84
N -0.03 0.14 3.56
N 2.07 -0.01 1.43
N 0.19 -0.61 5.60
N -2.11 0.28 1.42
C 1.26 -2.29 1.44
C 3.26 -0.21 -3.22
C 0.27 -0.91 4.29
C -0.31 1.17 4.42
C -0.18 0.71 5.70
C -2.56 1.66 1.45
C 1.24 1.06 -2.94
C -1.58 -1.06 -1.56
C 2.11 0.34 -3.77
C 0.47 -1.52 6.70
C -1.38 2.59 1.26
C -1.30 -0.90 -2.91
C 1.78 0.15 -5.23
C -2.17 -0.21 -3.75
C 2.49 -1.41 1.45
C 2.70 0.72 -1.08
C -3.32 0.34 -3.20
C 1.53 1.25 -1.60
C -1.84 -0.04 -5.21
C -3.62 0.18 -1.86
C 3.56 -0.02 -1.87
C -2.76 -0.53 -1.05
H -1.51 -0.98 -5.65
H 3.07 -1.65 2.34
H 2.64 -0.22 -5.78
H 1.45 1.08 -5.68
H 0.86 1.81 -0.95
H 0.28 -1.01 7.63
H 0.97 -0.57 -5.34
H 0.33 1.48 -3.36
H -2.71 0.32 -5.77
H -1.03 0.69 -5.34
H 3.93 -0.79 -3.84
H -3.99 0.91 -3.84
H -0.59 2.15 4.07
H -0.18 -2.40 6.63
H -4.53 0.60 -1.43
H 0.54 -1.89 3.91
H 4.46 -0.43 -1.44
H -0.91 -1.60 -0.90
H 3.10 -1.67 0.58
H -3.29 1.88 0.67
H -0.31 1.20 6.64
H -3.02 1.92 2.41
H -0.38 -1.32 -3.31
H 1.50 -1.85 6.67

***

No. 2
DFT (wB97M-V/def2-TZVPD) results for C29H33N3O5S in the gas phase.

The largest force on an atom comes out at 1.5 eV/Å. Its multiplicity is 1. For the total energy, the calculation gives -56151.9369 eV. For the highest occupied orbital energy, the calculation gives -8.34 eV. Its SMILES is O=C(CCc1ccc(S(=O)(=O)NCCc2ccccc2)cc1)N1CCN(Cc2ccc3c(c2)OCO3)CC1.

Positions of all 71 atoms, in Å:
S -2.20 0.80 -2.54
O -3.86 -1.08 1.57
O -3.31 -0.02 -2.13
O -2.19 1.33 -3.87
O 4.02 -1.15 0.30
O -3.65 1.14 0.95
N -2.08 2.04 -1.44
N 3.13 -2.25 2.03
N 1.26 -1.49 4.01
C 2.73 -2.61 -1.65
C 1.14 -1.38 -3.12
C -1.66 1.60 2.35
C -0.71 -0.14 -2.27
C -1.77 3.37 -1.89
C 0.06 -0.93 4.63
C 0.03 -0.58 -3.34
C -0.80 1.01 3.27
C -4.40 -0.05 0.75
C 0.98 -2.61 3.13
C 0.75 -1.28 -0.77
C 2.45 1.42 -1.19
C 1.39 2.21 -0.80
C 3.41 -1.14 2.93
C 1.51 -1.75 -1.83
C -1.94 -1.11 3.12
C -0.44 3.87 -1.29
C -2.66 0.81 1.84
C -0.93 -0.31 3.66
C 2.90 -3.19 -0.24
C 2.30 -3.24 2.68
C 2.09 -0.50 3.34
C 3.38 -2.10 0.71
C 1.10 2.96 -3.05
C 0.71 3.00 -1.71
C -2.80 -0.53 2.21
C 2.84 1.39 -2.52
C -0.37 -0.49 -0.98
C 2.16 2.16 -3.45
H 3.93 -1.52 3.81
H -1.57 2.64 2.06
H -5.45 0.13 1.04
H 2.84 -3.59 3.57
H 2.12 -4.10 2.04
H 1.02 -1.53 0.25
H -0.02 1.62 3.70
H 1.96 -3.64 0.08
H 0.40 -0.17 5.34
H -2.73 1.95 -0.67
H 1.09 2.23 0.24
H 3.61 -1.99 -1.86
H -0.28 4.89 -1.64
H -1.69 3.32 -2.98
H 1.60 -0.07 2.45
H -4.34 -0.34 -0.31
H -2.07 -2.14 3.41
H 1.72 -1.73 -3.96
H 0.40 -2.31 2.24
H 2.45 2.14 -4.49
H 3.66 0.77 -2.83
H 4.04 -0.43 2.40
H -0.42 -1.73 5.18
H 2.71 -3.41 -2.38
H 0.40 -3.34 3.68
H -0.52 3.88 -0.21
H -2.57 4.07 -1.64
H -0.96 -0.13 -0.15
H 0.58 3.57 -3.77
H 3.67 -3.97 -0.27
H 2.99 0.82 -0.47
H -0.27 -0.28 -4.34
H 2.29 0.31 4.05

***

No. 3
DFT (wB97M-V/def2-TZVPD) results for C4H9NO2 in the gas phase.

The largest force on an atom comes out at 3.2 eV/Å. Its multiplicity is 1. For the total energy, the calculation gives -9877.8462 eV. For the highest occupied orbital energy, the calculation gives -9.53 eV. Its SMILES is C[C@@H](O)CNC=O.

Positions of all 16 atoms, in Å:
O -1.26 1.53 -0.53
O 2.33 1.54 -0.32
N 1.50 -0.27 0.78
C -0.68 0.26 -0.44
C -1.77 -1.02 -0.47
C 0.15 0.24 0.87
C 2.47 0.43 0.14
H -2.38 -1.11 -1.40
H -1.24 1.89 -1.42
H -2.43 -0.83 0.36
H 3.43 -0.13 0.06
H -1.29 -2.02 -0.35
H -0.37 -0.26 -1.32
H 1.70 -1.21 1.08
H 0.18 1.24 1.32
H -0.41 -0.40 1.56

***

No. 4
DFT (wB97M-V/def2-TZVPD) results for a molecular structure, C4H4IN.

The largest force on an atom comes out at 4.5 eV/Å. Its multiplicity is 1. For the total energy, the calculation gives -13794.5935 eV. For the highest occupied orbital energy (alpha / beta), the calculation gives -8.45 / -8.23 eV.

Positions of all 10 atoms, in Å:
I 3.31 1.80 1.04
N -0.91 1.22 -0.48
C -0.02 0.75 0.42
C -1.14 -0.18 -0.86
C -0.17 -0.74 0.10
C 1.96 0.48 1.62
H -1.04 -0.36 -1.90
H -2.19 -0.45 -0.62
H -0.52 -1.43 1.00
H 0.71 -1.07 -0.33